(1)
{"formula": "C2H3OS3", "method": "the ωB97M-V functional and the def2-TZVPD basis", "homo_energy_ev": -3.52, "orbital_gap_ev": 6.8, "e_tot_ev": -36677.1360, "charge": -1, "mol_weight_g_mol": 139.2, "symbols": ["O", "C", "S", "C", "S", "S", "H", "H", "H"], "xyz": [[-1.91253, 0.77845, 1.46928], [-1.84712, 0.24880, 0.35080], [-3.19191, -0.40471, -0.46084], [-0.48569, 0.04800, -0.24866], [-0.02841, -1.58845, 0.58729], [0.68565, 1.36621, -0.03327], [-0.60076, -0.04472, -1.38900], [-0.27927, -1.33320, 1.91036], [0.07789, 1.97216, 1.08210]]}

(2)
{"formula": "C2H3P3", "method": "the ωB97M-V functional and the def2-TZVPD basis", "homo_energy_ev": -8.61, "orbital_gap_ev": 7.5, "e_tot_ev": -29987.1192, "mol_weight_g_mol": 120.0, "symbols": ["C", "P", "P", "P", "C", "H", "H", "H"], "xyz": [[0.44925, 0.67972, 0.41769], [-0.85189, 1.73053, 0.08411], [-2.40491, 0.10090, 0.04233], [-1.03116, -1.67216, 0.09150], [0.38887, -0.76170, 0.40288], [1.45975, 0.99165, 0.38600], [-2.51988, 0.23519, -1.25424], [1.37714, -1.13630, 0.38244]]}

(3)
{"formula": "C2H40NO17", "method": "the ωB97M-V functional and the def2-TZVPD basis", "homo_energy_ev": -13.79, "orbital_gap_ev": 11.6, "e_tot_ev": -39019.2771, "charge": 1, "mol_weight_g_mol": 350.3, "symbols": ["C", "O", "C", "N", "H", "H", "H", "H", "H", "H", "H", "H", "H", "H", "O", "H", "H", "O", "H", "H", "O", "H", "H", "O", "H", "H", "O", "H", "H", "O", "H", "H", "O", "H", "H", "O", "H", "H", "O", "H", "H", "O", "H", "H", "O", "H", "H", "O", "H", "H", "O", "H", "H", "O", "H", "H", "O", "H", "H", "O"], "xyz": [[-0.00386, -0.39902, -0.54257], [0.44033, -1.51788, 0.24961], [-0.23463, -1.00081, -1.93144], [-0.98906, -0.03368, -2.80346], [0.82279, 0.32651, -0.55417], [-0.95246, 0.00874, -0.04548], [0.07736, -1.49240, 1.23527], [0.71027, -1.28845, -2.45980], [-0.77533, -1.95617, -1.78036], [-0.33663, 0.58696, -3.29071], [-1.68088, 0.58500, -2.20746], [-1.58976, -0.56136, -3.48714], [-3.24426, -2.02781, -4.49610], [-2.83388, -2.51285, -2.99237], [-2.53276, -1.99341, -3.83284], [-3.33055, -4.36335, -1.79914], [-2.84267, -3.17497, -0.85641], [-3.33664, -3.38819, -1.68771], [2.48370, 0.64497, -2.42740], [3.92118, 0.00268, -2.52138], [3.09636, -0.01938, -2.02195], [-1.02914, -2.53954, 0.30520], [-1.93158, -2.85439, 1.51994], [-1.88997, -2.88803, 0.51981], [2.59680, -1.84647, 2.53041], [2.66714, -2.30035, 4.04258], [2.12508, -1.83432, 3.35638], [0.09733, -1.95560, 3.16995], [-0.81731, -0.73002, 2.90673], [-0.63249, -1.66778, 2.62070], [4.07664, 1.70995, 2.00634], [3.13125, 0.68043, 1.34619], [3.17148, 1.54484, 1.86410], [2.09713, -1.12637, 0.45551], [3.21321, -0.50946, -0.41744], [2.99381, -0.74054, 0.55952], [-1.39118, 1.25407, 3.93198], [0.08758, 1.00584, 3.50093], [-0.85494, 0.93697, 3.18977], [-0.41429, 2.94239, 0.89614], [-1.35566, 2.01159, 1.63056], [-1.24456, 2.48437, 0.81215], [1.81037, 2.16869, -3.92441], [1.14665, 2.41081, -2.56266], [1.40606, 1.70996, -3.18511], [1.08082, 3.59064, -0.70479], [-0.38271, 3.51624, -1.31344], [0.54357, 3.59186, -1.56155], [-4.36141, -1.04742, 0.14133], [-2.97967, -1.55162, 0.30032], [-3.48173, -0.74692, 0.18998], [-2.07413, 1.92138, -0.48764], [-3.06927, 0.78353, -0.80933], [-2.56636, 1.41232, -1.23258], [2.24444, 1.18558, 3.25361], [1.86950, -0.16830, 3.88168], [1.64547, 0.75621, 3.93330], [1.80821, 4.30272, 1.41385], [2.20406, 2.70500, 1.26318], [1.59117, 3.45660, 0.90982]]}

(4)
{"formula": "C2H40O20", "method": "the ωB97M-V functional and the def2-TZVPD basis", "homo_energy_ev": -3.03, "orbital_gap_ev": 7.7, "e_tot_ev": -43674.8745, "charge": -2, "mol_weight_g_mol": 384.3, "symbols": ["O", "C", "C", "O", "H", "H", "H", "H", "O", "H", "H", "O", "H", "H", "O", "H", "H", "O", "H", "H", "O", "H", "H", "O", "H", "H", "O", "H", "H", "O", "H", "H", "O", "H", "H", "O", "H", "H", "O", "H", "H", "O", "H", "H", "O", "H", "H", "O", "H", "H", "O", "H", "H", "O", "H", "H", "O", "H", "H", "O", "H", "H"], "xyz": [[0.79394, 0.21085, -1.63176], [0.07894, 0.55785, -0.44376], [-0.04806, -0.73115, 0.42124], [-1.02706, -0.53615, 1.28824], [-0.80106, 1.05485, -0.74776], [0.73294, 1.31985, -0.05576], [0.86494, -0.85115, 0.97924], [-0.20606, -1.64715, -0.15476], [-3.23306, 1.54785, -1.48376], [-3.32306, 2.34285, -1.93676], [-2.52606, 1.02885, -1.83976], [3.05094, -1.12015, -0.19876], [2.28894, -0.76515, -0.72476], [2.95694, -0.68315, 0.60824], [-1.57606, -0.20315, -2.91576], [-1.61906, -1.07315, -3.32576], [-0.68506, -0.17115, -2.62976], [-0.53906, 3.58385, 0.24124], [-0.81606, 2.70885, 0.52724], [0.25094, 3.46885, -0.26676], [2.95994, 1.83785, -1.36476], [2.15994, 1.31485, -1.42676], [2.49594, 2.64185, -1.32776], [1.08494, -2.44515, -2.57076], [1.98294, -2.80315, -2.50876], [1.07494, -1.61215, -2.14376], [-2.29406, 1.77285, 0.98224], [-2.71706, 1.68185, 0.11924], [-1.84106, 0.91585, 1.00624], [-0.21606, 2.85185, -2.55076], [0.11094, 2.09585, -2.06476], [0.52094, 3.28785, -2.91876], [-2.99806, -1.26815, -0.68176], [-2.66406, -1.17115, -1.56676], [-2.23306, -1.31515, -0.06676], [1.90694, 3.32485, 1.99024], [1.18294, 2.69985, 2.19724], [2.31894, 3.39485, 2.87924], [1.45894, 1.02285, -4.33276], [1.15294, 0.32585, -4.93376], [1.26094, 0.67885, -3.49276], [-2.91606, -0.23315, 3.00624], [-3.56706, -0.48915, 2.30924], [-2.10706, -0.27815, 2.47224], [0.26494, 1.24585, 2.64724], [-0.08806, 0.61485, 1.98824], [-0.11406, 0.97985, 3.47724], [1.31494, -3.36515, 1.06824], [1.35394, -2.98815, 2.00724], [1.41294, -2.57615, 0.53824], [2.76094, 0.30785, 2.12924], [3.19494, 1.15985, 1.87324], [1.87894, 0.61485, 2.44124], [-1.78906, -3.03115, 1.74724], [-1.31206, -3.39415, 2.48324], [-1.54306, -2.08615, 1.72824], [0.56594, -2.00015, 3.25724], [1.31794, -1.62515, 3.71724], [0.24994, -1.24115, 2.74424], [-0.81806, -4.01115, -0.84276], [-0.72806, -3.40315, -0.09376], [-0.66006, -3.47715, -1.63176]]}

(5)
{"formula": "C2H41N2O17", "method": "the ωB97M-V functional and the def2-TZVPD basis", "homo_energy_ev": -10.60, "orbital_gap_ev": 8.1, "e_tot_ev": -40517.1015, "charge": 1, "mol_weight_g_mol": 365.3, "symbols": ["C", "C", "N", "N", "H", "H", "H", "H", "H", "H", "H", "H", "H", "O", "H", "H", "O", "H", "H", "O", "H", "H", "O", "H", "H", "O", "H", "H", "O", "H", "H", "O", "H", "H", "O", "H", "H", "O", "H", "H", "O", "H", "H", "O", "H", "H", "O", "H", "H", "O", "H", "H", "O", "H", "H", "O", "H", "H", "O", "H", "H", "O"], "xyz": [[-0.30822, -2.60763, 0.33536], [0.37627, -3.83425, 0.52940], [-0.31895, -4.68883, 1.32000], [0.47035, -1.49900, -0.20689], [-1.32327, -2.41451, 0.35175], [1.36500, -4.10283, 0.29739], [0.29228, -5.34410, 1.65295], [-1.04110, -4.51740, 1.83364], [0.33726, -0.63462, 0.39518], [0.10109, -1.13180, -1.14129], [1.52406, -1.68639, -0.46295], [-3.89077, 2.81771, -2.09176], [-4.07434, 2.11403, -3.38914], [-3.55358, 2.55010, -2.88631], [-0.87051, 1.62001, 2.75805], [-2.07568, 0.26424, 0.16611], [-1.14412, 0.66349, 2.68057], [-0.56359, 1.39304, -3.70651], [-1.77662, 2.51362, -3.36385], [-1.04578, 1.86045, -3.01913], [2.47353, 2.77062, 0.70282], [3.37738, 3.99456, 0.69447], [3.25749, 3.19784, 1.02202], [2.09531, 1.85633, -3.62861], [3.76418, 1.96486, -3.14264], [2.96407, 1.35911, -3.63507], [-1.72483, -2.14515, 4.56363], [-0.21181, -2.23663, 4.28971], [-1.05405, -2.66932, 4.15896], [4.36299, -0.16757, -0.68994], [4.11667, -0.32013, -2.18344], [4.40159, -0.70432, -1.35973], [5.21313, -1.46473, 2.60081], [4.29881, -1.91196, 1.24051], [4.76857, -1.09244, 1.74436], [-5.48690, 1.06615, -1.43610], [-4.61928, 1.05876, -0.26913], [-4.60653, 0.91023, -1.15237], [2.76518, 0.65014, 0.87151], [3.27155, -0.28128, 1.99978], [2.48660, -0.06027, 1.44583], [-4.75584, 2.88002, 1.27015], [-0.38667, 0.06201, 2.55910], [-4.06224, 2.16755, 1.50233], [0.30828, -0.14790, 4.23728], [1.75122, -0.52332, 3.63185], [0.81304, -0.79303, 3.77641], [-0.62222, -2.19785, -2.98607], [-0.20276, -3.68724, -3.34837], [-0.31060, -3.05837, -2.60011], [0.09881, 1.97213, -1.83669], [-0.33580, 1.52176, -0.51024], [0.44968, 1.98130, -0.91704], [-1.50710, 0.57173, -1.34890], [-3.22433, 2.58639, 1.32552], [-1.34130, 0.16768, -0.43579], [-2.84251, -0.08629, -3.01186], [-2.78587, -0.90527, -4.12351], [-2.18115, -0.48712, -3.54090], [-0.34894, 4.33308, 1.48931], [1.12269, 3.78042, 1.94360], [0.22871, 3.51730, 1.81789]]}

(6)
{"formula": "C2H41NO18", "method": "the ωB97M-V functional and the def2-TZVPD basis", "homo_energy_ev": -10.29, "orbital_gap_ev": 10.2, "e_tot_ev": -41083.3590, "mol_weight_g_mol": 367.3, "symbols": ["C", "C", "N", "H", "H", "H", "H", "H", "H", "H", "O", "H", "H", "O", "H", "H", "O", "H", "H", "O", "H", "H", "O", "H", "H", "O", "H", "H", "O", "H", "H", "O", "H", "H", "O", "H", "H", "O", "H", "H", "O", "H", "H", "O", "H", "H", "O", "H", "H", "O", "H", "H", "O", "H", "H", "O", "H", "H", "O", "H", "H", "O"], "xyz": [[-0.45375, -0.02431, -0.46793], [-0.16262, -0.32513, -2.86076], [-0.11665, 0.35573, -1.76553], [-1.02109, -1.03470, -0.41567], [-0.88906, 0.77817, 0.26487], [0.53809, -0.02809, 0.06200], [0.21830, 0.08454, -3.75402], [-0.52894, -1.36924, -2.83676], [-2.71475, -2.32429, -1.81155], [-2.96609, -0.84276, -2.20605], [-2.42111, -1.60739, -2.43464], [-1.92721, 2.03805, 1.85262], [-1.42558, 1.61279, 3.27730], [-2.15626, 1.84197, 2.77981], [0.50146, -1.48649, 1.94259], [-0.03570, -2.34731, 3.00777], [-0.11970, -1.44511, 2.60314], [-4.28989, 0.81907, -0.92342], [-3.21792, -0.22536, -0.22988], [-3.42146, 0.38557, -0.96819], [0.41829, -3.17013, -0.38101], [-0.06172, -4.64318, -0.21413], [-0.28766, -3.75763, -0.02229], [-0.20036, 2.95770, 1.09522], [-1.42555, 3.95806, 0.60190], [-1.11930, 3.02834, 0.66068], [3.10484, -0.72568, -3.40568], [2.40619, -0.46833, -2.18578], [2.37040, -0.27317, -3.10813], [3.85559, -1.06746, -0.74079], [2.74480, 0.92167, -0.64492], [3.09375, -0.65106, -0.50097], [-2.12074, -3.81076, -0.49376], [-2.58679, -2.57590, 0.46729], [-2.80603, -3.13108, -0.33107], [2.08426, -3.41126, -1.47495], [1.97756, -1.91876, -0.86534], [1.52009, -2.65360, -1.38788], [2.05219, 2.26942, 1.20276], [1.15891, 1.97440, 2.45084], [1.30837, 2.63060, 1.72446], [-3.51495, 1.98763, -2.64701], [-2.58156, 2.53000, -1.61913], [-3.38971, 2.67746, -1.99006], [0.70258, -0.12252, 3.59772], [0.90368, 1.00991, 4.60086], [0.68769, 0.80991, 3.73537], [-2.70526, 0.10814, 2.31838], [-1.67308, -1.03318, 2.10803], [-2.58382, -0.68726, 1.93434], [2.61096, -1.05407, 0.83297], [3.01791, -1.35296, 2.30374], [2.19312, -1.25827, 1.77933], [-0.36802, 2.86081, -0.93808], [0.30000, 1.37250, -1.84822], [-0.00202, 2.98387, -1.84560], [3.50029, 0.57732, 0.96912], [3.00581, 0.72462, 2.37331], [3.50315, 1.07384, 1.69341], [2.43900, 1.50380, -2.04723], [0.87034, 3.28195, -1.71429], [2.20670, 1.66862, -1.15913]]}